No. 1
Here is a 9-piece molecular cluster, C26H59N8O10 overall in a non-equilibrium geometry from OMol25. Energies are from the ωB97M-V functional and the def2-TZVPD basis.

The HOMO-LUMO gap comes out at 7.1 eV. The HOMO energy is -5.042 eV. Its lowest unoccupied orbital energy is 2.075 eV. As for the total charge: -1.

Element x y z (Å)
C 13.66 -24.20 -20.34
C 12.91 -23.17 -19.47
O 11.76 -23.44 -19.04
O 13.46 -22.10 -19.09
H 13.04 -24.72 -21.06
H 14.13 -24.89 -19.63
H 14.43 -23.65 -20.89
C 12.09 -24.85 -15.47
C 12.55 -23.46 -15.07
O 11.86 -22.48 -15.31
N 13.75 -23.35 -14.45
C 14.30 -22.15 -13.89
H 11.01 -24.83 -15.57
H 12.39 -25.60 -14.74
H 12.50 -25.05 -16.47
H 14.14 -24.25 -14.22
H 15.22 -22.40 -13.35
H 13.57 -21.57 -13.32
H 14.66 -21.51 -14.70
C 8.86 -25.49 -17.49
C 9.63 -26.57 -18.20
O 9.34 -27.75 -17.95
N 10.67 -26.25 -18.97
C 11.61 -27.19 -19.54
H 7.83 -25.46 -17.86
H 9.32 -24.52 -17.65
H 8.85 -25.68 -16.42
H 10.83 -25.29 -19.28
H 11.33 -28.21 -19.26
H 12.62 -27.02 -19.18
H 11.56 -27.20 -20.63
C 14.54 -17.96 -16.07
C 14.02 -19.28 -16.62
O 12.97 -19.73 -16.19
N 14.57 -19.88 -17.71
C 15.76 -19.52 -18.45
H 14.46 -17.96 -14.98
H 13.82 -17.21 -16.41
H 15.54 -17.77 -16.44
H 14.02 -20.65 -18.08
H 16.61 -19.17 -17.88
H 15.61 -18.85 -19.30
H 16.07 -20.49 -18.86
C 8.37 -20.24 -21.77
C 9.53 -21.19 -21.59
O 10.30 -21.09 -20.66
N 9.61 -22.20 -22.51
C 10.75 -23.11 -22.44
H 7.61 -20.58 -21.06
H 8.05 -20.21 -22.82
H 8.61 -19.24 -21.44
H 8.72 -22.55 -22.83
H 10.54 -23.89 -21.71
H 11.68 -22.60 -22.22
H 10.78 -23.63 -23.40
C 16.11 -23.69 -16.54
C 17.04 -23.97 -17.70
O 18.25 -24.10 -17.47
N 16.54 -23.92 -18.94
C 17.38 -24.07 -20.11
H 15.85 -22.63 -16.52
H 16.63 -23.98 -15.63
H 15.25 -24.35 -16.63
H 15.63 -23.50 -19.09
H 18.26 -24.64 -19.83
H 17.66 -23.10 -20.52
H 16.85 -24.72 -20.81
C 19.04 -28.06 -22.04
C 17.87 -27.53 -21.25
O 16.88 -27.11 -21.83
N 17.97 -27.63 -19.91
C 16.83 -27.36 -19.06
H 18.79 -28.25 -23.08
H 19.38 -29.04 -21.70
H 19.87 -27.36 -21.95
H 18.68 -28.25 -19.56
H 17.12 -26.80 -18.17
H 16.29 -28.24 -18.72
H 16.12 -26.73 -19.59
C 16.22 -23.59 -23.38
C 14.88 -24.30 -23.61
O 13.87 -23.70 -23.92
N 14.97 -25.63 -23.47
C 13.78 -26.47 -23.61
H 16.27 -22.88 -24.21
H 17.14 -24.17 -23.40
H 16.18 -23.03 -22.45
H 15.79 -26.08 -23.11
H 13.00 -26.19 -22.90
H 14.12 -27.49 -23.44
H 13.31 -26.32 -24.58
C 18.65 -19.52 -22.87
C 17.62 -20.15 -21.95
O 17.97 -20.48 -20.82
N 16.36 -20.26 -22.38
C 15.21 -20.66 -21.60
H 18.61 -20.03 -23.84
H 19.66 -19.64 -22.50
H 18.47 -18.46 -23.03
H 16.25 -19.94 -23.33
H 14.68 -21.56 -21.93
H 14.52 -19.82 -21.68
H 15.38 -20.77 -20.53

=====

No. 2
Here is C43H38BrN4OP2RuS as an isolated structure in a non-equilibrium geometry from OMol25. Energies are from the ωB97M-V functional and the def2-TZVPD basis.

The expectation value of S² is 6.068. The HOMO-LUMO gap (alpha / beta) comes out at 6.3 / 3.4 eV. The HOMO energy (alpha / beta) is -13.975 / -14.739 eV. Its spin multiplicity is 5. Its lowest unoccupied orbital energy (alpha / beta) is -7.675 / -11.374 eV. As for the total charge: +3.

Element x y z (Å)
Ru -0.03 -0.50 -0.01
Br -4.23 -8.68 -6.33
C -2.59 -7.90 -5.91
C -2.53 -6.52 -5.70
C -1.33 -5.93 -5.37
C -0.19 -6.73 -5.26
C -0.24 -8.11 -5.55
C -1.45 -8.69 -5.84
N 1.08 -6.23 -4.96
N 1.32 -5.20 -4.36
C 0.73 -4.54 -3.35
C -0.08 -5.18 -2.39
C -0.57 -4.51 -1.30
C -0.27 -3.14 -1.09
O -0.70 -2.49 -0.09
C 0.60 -2.48 -2.05
N 0.90 -1.18 -1.79
C 1.71 -0.54 -2.61
C 2.30 -1.15 -3.72
C 2.01 -2.47 -3.99
C 1.12 -3.16 -3.15
H -3.42 -5.92 -5.81
H -1.27 -4.85 -5.24
H 0.68 -8.68 -5.51
H -1.51 -9.75 -6.04
H -0.31 -6.23 -2.52
H -1.19 -5.00 -0.56
H 1.92 0.50 -2.38
H 2.97 -0.59 -4.35
H 2.46 -2.97 -4.84
C 0.02 7.45 2.60
S -0.69 6.61 4.00
C 0.17 5.04 4.02
C -0.29 4.10 2.89
C 0.46 2.76 3.02
N 0.08 1.84 1.96
P 1.05 1.49 0.58
C 1.19 3.03 -0.35
C 0.27 3.28 -1.37
C 0.29 4.50 -2.04
C 1.23 5.46 -1.70
C 2.15 5.21 -0.70
C 2.13 4.00 -0.02
C 2.71 1.12 1.18
C 3.81 1.28 0.33
C 5.06 0.85 0.74
C 5.23 0.27 1.99
C 4.15 0.11 2.84
C 2.89 0.53 2.43
P -0.77 0.36 2.07
C -1.38 0.14 3.72
C -0.67 -0.67 4.61
C -1.11 -0.80 5.92
C -2.25 -0.12 6.33
C -2.95 0.69 5.45
C -2.52 0.83 4.14
C -2.17 0.55 0.93
C -2.49 1.76 0.29
C -3.61 1.84 -0.51
C -4.44 0.73 -0.67
C -4.14 -0.46 -0.04
C -3.01 -0.56 0.76
H -0.33 8.48 2.63
H -0.33 6.97 1.69
H 1.11 7.40 2.64
H -0.06 4.62 5.00
H 1.24 5.24 3.96
H -0.07 4.54 1.92
H -1.36 3.92 2.96
H 0.23 2.31 3.99
H 1.54 2.93 2.99
H -0.45 2.52 -1.66
H -0.42 4.68 -2.85
H 1.26 6.40 -2.24
H 2.90 5.95 -0.46
H 2.88 3.81 0.75
H 3.70 1.74 -0.64
H 5.91 0.97 0.08
H 6.22 -0.06 2.30
H 4.28 -0.34 3.81
H 2.05 0.40 3.11
H 0.20 -1.22 4.27
H -0.58 -1.44 6.61
H -2.60 -0.23 7.35
H -3.85 1.19 5.78
H -3.09 1.43 3.44
H -1.86 2.63 0.44
H -3.86 2.77 -1.01
H -5.32 0.80 -1.29
H -4.79 -1.32 -0.16
H -2.78 -1.50 1.26

=====

No. 3
Here is a 6-piece molecular cluster, C28H68O8 overall in a non-equilibrium geometry from OMol25. Energies are from the ωB97M-V functional and the def2-TZVPD basis.

The HOMO-LUMO gap comes out at 10.3 eV. The HOMO energy is -9.421 eV. The SMILES is CCCCO[C@@H](COC)OC.CCOCC.CCOCC.CCOCC.CCOCC.CCOCC. Its lowest unoccupied orbital energy is 0.837 eV.

Element x y z (Å)
C -0.76 -0.51 1.08
C -1.97 -1.47 1.34
C -3.26 -0.59 1.35
C -4.56 -1.42 1.66
O -5.59 -0.67 2.28
C -6.10 0.35 1.44
C -7.60 0.08 1.05
O -8.40 -0.04 2.22
C -9.78 -0.07 1.82
O -6.13 1.54 2.21
C -5.06 2.43 1.87
H 0.20 -1.05 0.88
H -0.99 0.22 0.27
H -0.64 0.12 1.99
H -1.97 -2.22 0.53
H -1.89 -2.00 2.32
H -3.37 -0.22 0.30
H -3.14 0.31 1.98
H -4.90 -2.00 0.76
H -4.25 -2.20 2.40
H -5.55 0.46 0.48
H -7.71 -0.75 0.32
H -7.91 1.02 0.51
H -10.22 -1.02 2.20
H -10.37 0.76 2.27
H -9.86 0.02 0.72
H -5.53 3.38 1.50
H -4.55 2.71 2.83
H -4.31 2.02 1.17
C -2.46 -6.49 2.32
C -2.95 -5.42 1.36
O -2.07 -5.20 0.27
C -1.82 -6.32 -0.58
C -3.07 -6.87 -1.23
H -1.48 -6.23 2.71
H -3.16 -6.59 3.16
H -2.38 -7.47 1.84
H -3.02 -4.47 1.89
H -3.95 -5.65 0.99
H -1.29 -7.10 -0.03
H -1.14 -5.97 -1.36
H -3.79 -7.24 -0.50
H -2.82 -7.70 -1.90
H -3.57 -6.10 -1.82
C 0.16 5.72 0.22
C -0.45 4.58 1.03
O -0.29 3.31 0.43
C 1.05 2.88 0.22
C 1.87 2.79 1.49
H -0.27 5.75 -0.78
H -0.03 6.68 0.72
H 1.24 5.61 0.11
H -1.52 4.75 1.12
H -0.05 4.57 2.05
H 1.54 3.53 -0.51
H 0.99 1.89 -0.24
H 1.97 3.75 1.99
H 2.87 2.42 1.27
H 1.39 2.10 2.20
C 6.62 4.54 2.37
C 6.09 3.31 1.66
O 5.20 3.61 0.60
C 5.72 4.40 -0.46
C 6.91 3.77 -1.16
H 5.79 5.14 2.77
H 7.27 4.24 3.20
H 7.20 5.18 1.71
H 5.52 2.70 2.37
H 6.91 2.68 1.30
H 5.96 5.40 -0.09
H 4.91 4.52 -1.18
H 7.75 3.63 -0.49
H 7.23 4.40 -1.99
H 6.64 2.79 -1.56
C 0.21 -11.72 -1.93
C -0.26 -10.40 -2.51
O 0.18 -9.27 -1.77
C 1.58 -9.10 -1.66
C 2.29 -8.94 -3.00
H -0.12 -11.83 -0.90
H -0.19 -12.55 -2.52
H 1.30 -11.81 -1.94
H -1.35 -10.37 -2.49
H 0.04 -10.30 -3.56
H 2.02 -9.91 -1.08
H 1.73 -8.19 -1.08
H 2.17 -9.83 -3.63
H 3.35 -8.77 -2.85
H 1.87 -8.09 -3.55
C 2.67 8.51 -1.38
C 4.13 8.24 -1.03
O 4.77 7.32 -1.91
C 4.82 7.70 -3.27
C 5.57 9.00 -3.52
H 2.10 7.57 -1.39
H 2.23 9.19 -0.66
H 2.57 8.96 -2.37
H 4.17 7.80 -0.04
H 4.70 9.18 -0.98
H 3.81 7.73 -3.70
H 5.35 6.89 -3.79
H 5.08 9.84 -3.03
H 5.61 9.21 -4.59
H 6.59 8.93 -3.13

=====

No. 4
Here is C13H17BIN3W as an isolated structure in a non-equilibrium geometry from OMol25. Energies are from the ωB97M-V functional and the def2-TZVPD basis.

The expectation value of S² is 2.018. The HOMO-LUMO gap (alpha / beta) comes out at 5.2 / 7.2 eV. The HOMO energy (alpha / beta) is -13.728 / -15.856 eV. Its spin multiplicity is 3. Its lowest unoccupied orbital energy (alpha / beta) is -8.553 / -8.679 eV. As for the total charge: +2.

Element x y z (Å)
C 0.37 -1.86 -1.12
C 1.31 -1.43 1.54
H -0.47 -2.53 -1.33
H 1.91 -2.88 -2.27
H 0.52 -1.25 -2.01
H 1.36 -0.99 2.55
H 1.18 -2.51 1.61
H 2.26 -1.23 1.03
C -1.58 0.20 -2.29
C -2.45 0.98 -3.03
C -2.84 2.23 -2.56
C -2.27 2.70 -1.39
H -1.30 -0.79 -2.65
H -2.81 0.58 -3.98
H -3.56 2.84 -3.11
H -2.52 3.68 -0.97
N -1.07 0.62 -1.09
C -1.35 1.91 -0.68
C -0.73 2.30 0.56
N 0.06 1.33 1.15
C 0.76 1.66 2.28
C -0.37 3.79 2.43
C 0.50 2.83 2.97
H 1.52 0.95 2.61
H 0.98 3.00 3.93
C -0.95 3.53 1.20
H -1.60 4.25 0.70
H -0.58 4.72 2.96
W -0.20 -0.65 0.44
I -2.32 -1.57 1.49
B 2.95 -4.79 0.08
C 2.21 -3.69 -0.53
N 1.65 -2.86 -1.26
H 2.30 -5.04 1.09
H 4.03 -4.27 0.34
H 3.08 -5.74 -0.70